The following is a quantum chemistry calculation of 13 unconnected molecules or ions with the total composition C63H102FNO27P2, from the Open Molecules 2025 dataset.

Computed properties:
- HOMO energy: -0.263 Ha
- Maximum force: 0.0662 hartree/bohr
- E: -5330.3438 hartree
- Lowest unoccupied orbital energy: -2.37 eV

Geometry as XYZ:
```
196
C63H102FNO27P2 | the Open Molecules 2025 dataset | ωB97M-V/def2-TZVPD
C -0.136 2.504 -0.006
O 1.596 7.240 0.534
C 5.226 0.970 4.126
H -0.058 2.850 1.034
H -1.317 2.470 5.735
H 5.826 -1.726 2.164
H 1.974 5.111 -2.594
C 0.964 -0.245 1.922
N -0.852 0.046 0.191
C -6.138 3.422 1.131
C -4.039 -3.060 -1.275
H 3.587 -3.849 0.754
C 1.382 2.094 -0.233
H -5.409 9.676 -1.180
H 1.433 0.828 -7.203
C 3.581 -0.767 4.431
C 5.811 0.190 3.131
H 2.921 -6.842 -0.511
C 3.103 5.669 -5.442
H 1.253 -0.801 -7.962
H 2.195 -5.583 0.469
C 2.306 5.199 -4.418
O -8.109 0.869 -1.749
O 4.431 -2.166 -0.828
H -0.479 -5.444 1.124
C 1.011 -8.810 -1.983
C 2.356 5.247 1.477
C -4.275 5.551 -1.145
C -2.329 0.988 4.593
H 4.650 -5.038 0.803
H -1.072 0.937 -2.315
C 4.145 -1.553 3.439
H -4.842 -4.773 -0.711
C 2.362 1.239 -3.806
H -4.594 4.527 -1.304
H -5.873 3.000 2.108
H 2.262 -0.323 5.755
C 2.748 7.323 2.641
H 7.726 0.598 3.151
C 1.053 4.621 -4.742
C -2.878 -3.602 -1.822
H -6.952 3.969 -0.963
C 5.317 -1.075 2.863
H 1.877 -8.492 2.536
O -1.677 -9.318 0.732
O 2.781 5.142 -3.141
O 4.917 4.780 4.067
H -5.592 0.680 4.139
H 5.305 -1.643 -2.779
C 0.690 -5.549 3.864
H -0.074 -6.339 3.887
H -6.848 -0.462 -2.642
H 1.674 -8.125 -1.466
C -7.205 2.906 -0.875
C 3.207 -3.306 -4.093
O 6.984 0.651 2.543
H 4.011 -6.035 5.788
H 0.113 -2.558 0.595
H 1.707 -2.169 -0.156
C 1.502 5.054 -7.101
H 4.216 -0.520 -1.998
C -2.562 7.211 -1.270
P -0.528 -8.668 0.119
H -4.208 -0.259 -3.244
H 2.001 4.628 0.665
H -6.466 2.123 5.757
C 1.157 -9.215 2.150
C 1.524 0.535 -0.391
C 4.129 0.446 4.825
H -0.518 0.501 5.038
P 1.676 -1.232 -4.638
H -3.613 -0.369 3.479
H 3.961 7.036 4.476
O 3.437 -4.861 -0.976
H -0.420 3.452 -0.463
C 2.097 6.620 1.641
H -7.900 2.418 -2.872
C 3.928 5.355 3.311
C -1.745 1.362 -1.573
H -0.152 3.965 -6.331
H -3.374 3.453 6.689
H 0.329 -1.950 -1.041
C 0.728 4.551 -6.079
H 0.261 -9.277 2.771
H 3.383 5.942 -7.591
H 0.290 -0.247 -6.555
H 5.640 -3.628 -1.463
C -2.664 -1.668 -3.177
H 0.333 -3.380 5.504
C -2.927 5.853 -1.253
H 0.492 4.232 -3.902
O -5.822 2.840 5.770
H -1.309 -3.325 -3.322
C -5.204 6.550 -0.955
H 5.866 -0.821 -1.453
C -4.865 7.875 -0.993
H 2.132 2.524 0.423
H 2.555 1.518 -4.839
H 1.515 2.593 -1.196
H -2.043 2.394 -1.777
C 2.720 5.649 -6.788
H -5.499 -1.482 -1.414
H -2.174 -5.894 0.684
C -1.203 -6.249 1.030
H -1.076 -2.968 4.602
C -7.885 -0.110 -2.731
H 3.806 -2.518 3.091
O 2.980 -5.437 4.113
H 1.824 1.988 -3.228
O 0.524 -2.145 -4.574
C -3.540 0.477 4.149
H -1.526 7.479 -1.437
C -0.393 -3.794 4.801
O -2.006 4.903 -1.546
O -4.864 -3.840 -0.489
O 2.181 -0.749 -6.039
H -7.066 3.864 1.519
H 3.434 3.541 2.241
H -8.056 0.200 -3.765
O -1.575 -0.815 -0.154
H -1.476 -6.685 1.992
H 4.109 6.056 -5.335
H 5.917 -3.079 0.299
C 4.137 -5.357 4.938
H 1.699 -5.305 5.778
H -8.388 -1.044 -2.475
H 1.127 0.276 -1.380
O 1.473 0.106 -3.774
H 0.958 -8.474 -3.019
F 0.547 5.456 -1.229
H 1.201 6.536 -0.028
H -6.279 1.780 -2.470
H 2.991 -3.661 -3.085
C 5.216 -3.308 -0.509
C -4.694 1.186 4.470
C 1.271 -0.236 -7.036
H 3.731 1.004 5.663
H 1.829 -6.899 5.081
H -6.235 6.245 -0.815
H -1.039 -4.548 5.256
C 0.673 -1.846 -0.006
O -5.801 8.887 -0.794
O -1.143 0.351 4.323
H 3.239 0.939 -3.231
C -3.883 -1.160 -2.743
H 4.420 -4.383 5.341
O 2.993 -1.887 -4.029
O -0.279 -9.050 -1.421
C 1.805 -5.834 4.825
C -2.175 -2.933 -2.808
C -2.289 2.141 5.387
C 0.602 -0.408 0.443
C -3.463 2.751 5.875
H -3.196 0.900 0.742
H 5.617 1.937 4.407
O -0.647 -7.070 -0.007
H 1.456 -9.806 -2.035
H 5.069 5.109 4.954
H 2.567 0.229 -0.373
H 2.010 -0.028 2.131
O 0.919 -8.804 0.817
H 1.560 -10.229 2.195
O -2.049 -0.944 -4.156
H 1.129 -5.959 2.941
H -2.607 -4.572 -1.425
H 4.908 -5.779 4.289
H -5.344 4.126 0.890
H 0.540 0.662 2.371
C -4.635 2.221 5.382
C -3.527 8.220 -1.088
C 4.259 -4.356 0.036
H 1.585 -5.777 -1.118
C -1.253 1.433 -0.110
H 1.460 5.783 -8.892
H -2.911 2.648 0.350
O -6.480 2.401 0.222
C 4.941 -1.306 -1.802
C 3.254 4.604 2.340
H -2.086 1.989 1.769
O 1.213 4.968 -8.453
H -2.998 9.160 -0.979
C -2.510 1.739 0.799
H -2.714 0.863 -1.623
H -1.105 5.291 -1.603
H -1.207 -1.369 -4.381
O 0.321 -4.217 3.640
H -8.274 3.064 -0.649
H 2.681 8.402 2.599
C 2.518 -5.826 -0.555
H 4.275 -3.427 -4.275
H 0.478 -1.049 2.473
C -7.272 2.012 -2.075
C -4.532 -1.856 -1.723
H 2.718 -3.986 -4.790
O 2.393 -1.012 5.102
C 3.508 6.645 3.570
```

Here are the Löwdin charges for atoms 1 to 99, given in e: number 1, C, carries -0.09; number 2, O, carries 0.02; number 3, C, carries 0.01; number 4, H, carries 0.11; number 5, H, carries 0.11; number 6, H, carries 0.10; number 7, H, carries 0.05; number 8, C, carries 0.01; number 9, N, carries 0.02; number 10, C, carries -0.12; number 11, C, carries -0.33; number 12, H, carries 0.11; number 13, C, carries -0.10; number 14, H, carries 0.09; number 15, H, carries 0.09; number 16, C, carries -0.32; number 17, C, carries -0.31; number 18, H, carries 0.09; number 19, C, carries -0.02; number 20, H, carries 0.09; number 21, H, carries 0.09; number 22, C, carries -0.33; number 23, O, carries -0.17; number 24, O, carries -0.19; number 25, H, carries 0.08; number 26, C, carries -0.10; number 27, C, carries -0.01; number 28, C, carries -0.04; number 29, C, carries -0.34; number 30, H, carries 0.13; number 31, H, carries 0.09; number 32, C, carries -0.01; number 33, H, carries 0.10; number 34, C, carries -0.04; number 35, H, carries 0.10; number 36, H, carries 0.08; number 37, H, carries 0.08; number 38, C, carries -0.02; number 39, H, carries 0.10; number 40, C, carries -0.01; number 41, C, carries -0.02; number 42, H, carries 0.10; number 43, C, carries -0.01; number 44, H, carries 0.08; number 45, O, carries -0.21; number 46, O, carries 0.03; number 47, O, carries 0.02; number 48, H, carries 0.12; number 49, H, carries 0.09; number 50, C, carries -0.28; number 51, H, carries 0.12; number 52, H, carries 0.05; number 53, H, carries 0.04; number 54, C, carries -0.22; number 55, C, carries -0.08; number 56, O, carries 0.02; number 57, H, carries 0.08; number 58, H, carries 0.09; number 59, H, carries 0.10; number 60, C, carries -0.34; number 61, H, carries 0.06; number 62, C, carries 0.00; number 63, P, carries 0.40; number 64, H, carries 0.12; number 65, H, carries 0.08; number 66, H, carries 0.10; number 67, C, carries -0.09; number 68, C, carries -0.08; number 69, C, carries -0.02; number 70, H, carries 0.10; number 71, P, carries 0.39; number 72, H, carries 0.12; number 73, H, carries 0.11; number 74, O, carries -0.18; number 75, H, carries 0.09; number 76, C, carries -0.31; number 77, H, carries 0.13; number 78, C, carries -0.34; number 79, C, carries 0.02; number 80, H, carries 0.12; number 81, H, carries 0.12; number 82, H, carries 0.09; number 83, C, carries -0.04; number 84, H, carries 0.09; number 85, H, carries 0.11; number 86, H, carries 0.08; number 87, H, carries 0.13; number 88, C, carries -0.33; number 89, H, carries 0.08; number 90, C, carries -0.32; number 91, H, carries 0.11; number 92, O, carries 0.03; number 93, H, carries 0.11; number 94, C, carries -0.04; number 95, H, carries 0.10; number 96, C, carries -0.33; number 97, H, carries 0.09; number 98, H, carries 0.10; number 99, H, carries 0.09


The following is a quantum chemistry calculation of a molecular structure, H22HeO11, from the Open Molecules 2025 dataset.

Computed properties:
- HOMO energy: -0.367 Ha
- Maximum force: 0.0211 hartree/bohr
- Energy relative to the best compared isomer or geometry (same formula, charge and spin): 64.6 kJ/mol
- E: -843.7431 hartree
- Lowest unoccupied orbital energy: -0.03 eV

Geometry as XYZ:
```
34
H22HeO11 | the Open Molecules 2025 dataset | ωB97M-V/def2-TZVPD
H 0.826 0.589 3.330
O -2.005 -0.173 -2.650
H -0.585 3.111 -1.144
O 0.870 -3.357 -1.432
H -0.995 3.278 0.303
H -3.041 0.499 -1.337
H 1.679 -3.867 -1.466
O 1.530 3.042 1.571
O -3.242 1.002 -0.549
H 1.801 -1.326 1.261
He -0.785 -0.380 -0.060
H -0.173 -1.185 2.510
O 2.159 -1.741 0.477
H 2.837 -2.332 0.806
H -2.518 1.624 -0.470
O 2.397 0.937 -0.841
H -1.184 -1.471 3.600
H 2.589 0.174 -0.295
H 2.260 3.333 1.026
O -0.711 2.621 -0.332
O 1.282 0.301 2.539
O 0.726 -0.099 -2.839
H 0.932 2.609 0.961
H -2.709 -1.473 1.880
H -3.094 -0.469 0.815
H 1.646 0.670 -1.371
H 0.935 0.593 -3.466
H 1.711 1.091 2.209
O -3.459 -1.148 1.383
H 1.513 -0.642 -2.808
H -2.426 -1.026 -2.756
H 1.094 -2.586 -0.910
H -1.071 -0.351 -2.758
O -0.792 -1.849 2.812
```

natural (NBO) charges in e: number 1, H, carries 0.48; number 2, O, carries -0.97; number 3, H, carries 0.48; number 4, O, carries -0.95; number 5, H, carries 0.48; number 6, H, carries 0.49; number 7, H, carries 0.46; number 8, O, carries -0.97; number 9, O, carries -0.98; number 10, H, carries 0.51; number 11, He, carries 0.00; number 12, H, carries 0.48; number 13, O, carries -0.98; number 14, H, carries 0.48; number 15, H, carries 0.48; number 16, O, carries -0.99; number 17, H, carries 0.47; number 18, H, carries 0.48; number 19, H, carries 0.48; number 20, O, carries -0.95; number 21, O, carries -1.00; number 22, O, carries -0.95; number 23, H, carries 0.49; number 24, H, carries 0.47; number 25, H, carries 0.49; number 26, H, carries 0.48; number 27, H, carries 0.49; number 28, H, carries 0.51; number 29, O, carries -0.97; number 30, H, carries 0.50; number 31, H, carries 0.48; number 32, H, carries 0.49; number 33, H, carries 0.50; number 34, O, carries -0.95


- The highest maximum force belongs to which entry?
  C63H102FNO27P2